# 1
Formula: C15H26ClNO3S
Source: OMol25
Level of theory: ωB97M-V/def2-TZVPD

Geometry as ORCA input:
```
! wB97M-V def2-TZVPD RIJCOSX def2/J DEFGRID3
* xyz 0 1
S 1.625 -5.259 0.018
H 1.618 2.411 2.880
H -0.064 4.887 2.232
H -2.253 5.120 -0.795
H 0.512 3.209 4.019
H -1.880 4.470 3.509
C 1.300 -4.627 -3.393
O 2.618 -5.020 1.129
H 2.044 -1.432 -5.065
H -3.331 3.947 2.636
H -1.960 -2.676 -1.449
C -1.405 -2.573 -0.454
H -2.889 3.174 4.145
N -0.717 3.011 1.475
C 3.329 -2.273 -3.324
H -0.986 -0.559 -1.301
H 0.598 -5.534 -3.371
H 1.047 4.074 1.139
H 0.294 -3.477 -5.189
C -2.481 3.604 3.226
O 2.530 -5.650 -1.386
H -3.077 4.656 0.680
H -1.129 1.944 3.216
C -1.671 2.545 2.478
C 1.135 -3.482 -4.421
H 4.079 -1.411 -3.304
H -2.362 1.833 2.015
Cl -1.193 -4.506 1.546
H -0.770 -0.634 0.523
H 0.551 -1.316 -0.659
C 3.477 -3.431 -2.306
C -0.591 -3.899 -0.086
C -1.316 3.458 0.216
H -1.969 2.669 -0.173
H -0.513 3.546 -0.526
H 4.324 -3.440 -1.543
H 1.916 4.072 3.408
C 0.334 3.903 1.955
C -2.091 4.776 0.232
H -2.232 -2.450 0.344
H -1.559 5.569 0.760
H -0.908 -4.704 -0.852
C 2.441 -4.584 -2.344
C 1.134 3.359 3.134
C 2.158 -2.313 -4.339
O 0.842 -3.781 -0.192
C -0.561 -1.209 -0.443
*
```

- molecular weight (g mol⁻¹) = 335.897
- HOMO energy (eV) = -8.203
- LUMO (eV) = 0.260
- energy (Eh) = -1725.78193

# 2
Formula: C15H26N6O7Sr
Source: OMol25
Level of theory: ωB97M-V/def2-TZVPD

Geometry as ORCA input:
```
! wB97M-V def2-TZVPD RIJCOSX def2/J DEFGRID3
* xyz 0 1
H 0.533 5.012 -1.012
H 0.559 -0.365 -4.104
Sr -0.032 0.062 -1.629
O 0.882 1.272 -3.638
C 1.688 -3.819 -2.846
N -0.764 -2.212 -0.599
C 0.613 -0.920 3.650
H -2.718 -0.223 0.493
H -1.659 3.986 1.907
H 1.487 -3.259 -3.780
C -0.068 4.677 -0.167
C 1.065 -3.132 -1.696
C 1.536 0.015 4.148
C -2.412 0.412 -2.922
O 1.243 2.950 -1.988
H 1.005 1.595 -4.553
H -0.979 5.285 -0.091
O 2.543 -1.438 -1.798
C 1.611 0.943 1.904
H -0.465 -1.569 1.871
C 0.252 -0.860 2.290
H -2.560 1.490 -2.736
O -1.978 -2.188 -0.193
H 2.780 -3.845 -2.706
H -1.440 -4.973 -0.578
H 1.302 -4.840 -2.953
O -2.742 0.737 0.738
N -1.663 1.312 0.031
H 0.710 -1.451 6.240
H -0.548 -5.251 -2.090
N 1.472 -0.829 6.461
H 1.771 -0.755 7.425
H 0.534 4.798 0.744
N 1.644 -2.014 -1.130
H -2.359 0.138 -3.985
H -2.018 -4.216 -2.069
C -1.109 -4.504 -1.517
C -0.400 3.241 -0.373
O 0.194 -1.261 -3.863
H 0.159 -1.709 4.250
C 2.014 0.064 5.577
H -2.956 4.140 0.693
H -3.099 -0.218 -2.338
H -0.401 -1.535 -4.581
C -2.334 3.415 1.250
C -1.501 2.602 0.312
H 1.139 2.084 -2.884
H -2.989 2.766 1.835
C 2.042 0.963 3.242
O 2.863 0.876 5.925
H 1.992 1.693 1.205
C -0.265 -3.329 -1.213
N 0.742 0.039 1.424
N 0.317 2.438 -1.153
H 2.763 1.709 3.569
*
```

- ΔE to the lowest compared entry with this formula, charge and spin (eV) = 0.386
- molecular weight (g mol⁻¹) = 490.028
- HOMO energy (spin up / spin down) (eV) = -7.690 / -7.414
- LUMO (spin up / spin down) (eV) = -0.617 / -1.454
- energy (Eh) = -1472.90366

# 3
Formula: C15H26NOOsP
Source: OMol25
Level of theory: ωB97M-V/def2-TZVPD

Geometry as ORCA input:
```
! wB97M-V def2-TZVPD RIJCOSX def2/J DEFGRID3
* xyz 2 5
C 0.133 1.457 2.541
H -2.081 -0.201 1.015
H -2.791 1.959 0.042
H -1.789 1.353 3.511
C -0.845 0.783 3.485
H 3.138 -2.387 -0.806
H 1.229 -0.343 2.659
H 3.409 -0.742 2.667
H 3.320 1.168 0.441
H -2.895 1.344 -1.581
H 2.696 2.659 -1.998
C 1.692 2.397 -1.673
C 0.221 1.022 -0.301
H -0.395 0.725 4.493
H -0.901 -1.278 -0.575
C -0.891 1.656 -0.896
Os 0.101 -0.115 1.430
H 0.731 3.955 -2.832
H -2.706 -1.754 -2.713
H -0.929 -1.443 -2.662
H 4.435 -1.141 1.250
C 1.522 1.341 -0.777
H 3.402 -2.404 2.017
C -2.465 -2.594 -0.328
C -0.681 2.742 -1.757
H 1.557 -3.014 -0.239
H -3.201 -2.931 -1.068
N -1.909 -1.264 -0.796
H -1.551 3.277 -2.141
C 2.092 -2.129 -0.596
P 2.049 -0.880 0.734
H -3.600 -0.382 0.042
C 2.697 0.574 -0.246
C 0.596 3.117 -2.151
H 3.343 0.172 -1.043
O 0.650 2.546 2.576
C -1.914 -1.126 -2.297
H 1.627 -1.762 -1.520
H -1.070 -0.269 3.143
H -1.639 -3.314 -0.228
C -2.313 1.243 -0.646
H -2.958 -2.464 0.645
C 3.478 -1.341 1.753
H -2.063 -0.081 -2.565
C -2.534 -0.129 -0.008
*
```

- ΔE to the lowest compared entry with this formula, charge and spin (eV) = 0.000
- molecular weight (g mol⁻¹) = 457.583
- HOMO energy (spin up / spin down) (eV) = -13.376 / -15.580
- LUMO (spin up / spin down) (eV) = -6.879 / -9.488
- energy (Eh) = -1148.37407

# 4
Formula: C15H26O
Source: OMol25
Level of theory: ωB97M-V/def2-TZVPD

Geometry as ORCA input:
```
! wB97M-V def2-TZVPD RIJCOSX def2/J DEFGRID3
* xyz 0 1
H -3.903 -0.882 1.802
C -0.671 -0.861 -1.203
H 2.964 -0.329 -2.776
H 2.613 -1.989 -1.073
C 1.981 1.539 -0.051
C 2.944 0.904 -1.016
C 0.338 -2.961 -0.218
H -3.900 -1.729 0.257
C -4.735 1.448 -0.232
C 0.568 -1.672 -0.954
H -0.449 0.002 -1.830
H -4.282 2.322 -0.693
H 3.424 1.694 -1.599
H -5.257 1.760 0.672
H 3.720 0.361 -0.477
H 0.783 2.508 -1.535
H 0.480 3.069 0.113
C -2.418 0.593 -0.173
H 0.192 -2.760 0.843
H -2.111 1.512 -0.659
H 1.084 1.632 1.826
H -0.551 -3.467 -0.591
H -5.477 1.038 -0.918
C 2.453 -0.069 1.846
H -5.326 -0.823 0.764
H -1.659 -1.209 0.692
C -3.704 0.409 0.098
C 1.250 2.738 -0.579
H 1.411 0.450 -2.475
H 1.946 3.561 -0.743
C -1.303 -0.363 0.108
H -0.528 0.147 0.685
C 2.245 -0.062 -1.996
H 1.621 0.203 3.585
H 3.485 0.204 2.129
C 1.783 1.105 1.188
C 1.798 -1.315 -1.311
C -4.239 -0.829 0.767
O 1.752 -0.534 2.978
H 1.190 -3.629 -0.319
H -1.403 -1.476 -1.733
H 2.497 -0.922 1.168
*
```

- ΔE to the lowest compared entry with this formula, charge and spin (eV) = 1.857
- molecular weight (g mol⁻¹) = 222.372
- HOMO energy (eV) = -8.604
- LUMO (eV) = 0.870
- energy (Eh) = -662.33499

# 5
Formula: C15H27ClIOP2Ti
Source: OMol25
Level of theory: ωB97M-V/def2-TZVPD

Geometry as ORCA input:
```
! wB97M-V def2-TZVPD RIJCOSX def2/J DEFGRID3
* xyz 2 2
H 0.030 -2.663 2.464
Ti -0.094 -0.008 -0.308
H -2.089 2.755 -1.043
C -1.453 3.263 -0.314
H 0.961 4.399 -1.405
H 1.782 2.685 1.574
H -0.807 0.927 -3.231
C 0.855 3.198 1.306
C 0.644 -3.077 1.657
H 1.695 -2.808 1.823
H 0.158 3.103 2.143
C -0.589 1.963 4.897
H 1.075 1.825 6.259
H -1.922 0.762 1.273
C 1.280 -3.408 -1.007
H 1.322 -0.641 2.701
C 1.176 3.322 -1.462
H -0.743 -0.883 -3.528
H 1.132 -3.186 -2.070
H 2.279 0.110 4.862
H -1.977 -3.041 -1.097
H 2.308 -3.146 -0.725
P 0.110 -2.454 0.025
H -1.295 4.298 -0.635
H 2.240 3.160 -1.259
O -3.012 -0.289 -1.485
C -1.141 0.075 1.634
C -1.466 -3.356 -0.181
C -0.210 0.067 -3.531
C -1.113 1.551 3.674
C 0.653 1.459 5.312
H 0.273 0.242 -4.505
I 1.719 -0.148 -2.265
H -1.159 2.658 5.509
H 1.117 -4.480 -0.818
C -0.466 0.576 2.874
C 0.782 0.107 3.300
H 0.544 -4.174 1.641
H -1.948 3.243 0.661
C -1.895 -0.193 -1.120
H 1.065 4.256 1.107
H -2.115 -3.157 0.680
C 1.323 0.529 4.514
H -1.225 -4.427 -0.231
H 0.952 2.952 -2.466
H -1.583 -0.922 1.786
Cl -2.632 2.189 3.174
P 0.170 2.459 -0.215
*
```

- molecular weight (g mol⁻¹) = 495.552
- HOMO energy (spin up / spin down) (eV) = -14.162 / -14.153
- LUMO (spin up / spin down) (eV) = -8.652 / -8.439
- energy (Eh) = -2952.44611

# 6
Formula: C15H27F3NO2
Source: OMol25
Level of theory: ωB97M-V/def2-TZVPD

Geometry as ORCA input:
```
! wB97M-V def2-TZVPD RIJCOSX def2/J DEFGRID3
* xyz 0 2
H 1.466 -1.900 -0.031
C -0.125 2.509 2.701
H -4.803 -2.061 -0.052
H 4.246 0.432 1.195
H -0.325 1.681 3.503
C 0.584 0.383 -1.847
O 2.232 1.529 3.001
H 0.454 3.457 3.129
H -0.299 0.536 -2.602
H 0.197 -1.553 1.315
H -2.373 0.802 -1.817
C -0.072 -0.119 -0.433
H 3.496 0.046 -0.490
C 0.909 -1.005 0.528
H -1.413 0.863 1.227
H 2.215 -2.210 2.537
N 1.826 1.210 1.731
C -2.762 -0.055 -1.084
C 2.027 -0.201 1.375
C 2.230 -1.049 2.804
H -4.994 -3.062 -1.665
H 3.268 -0.848 3.307
H -1.788 -1.543 0.343
C -1.458 -1.022 -0.679
C -0.541 1.165 0.470
H 1.010 1.479 -1.636
H 1.316 -0.876 3.534
C 0.607 1.916 1.319
C 1.079 3.291 0.490
C -4.241 -2.380 -1.044
H -4.701 -0.450 -2.351
H 0.614 3.361 -0.582
C -3.780 -1.069 -1.937
H -1.358 -1.784 -1.561
C 3.516 -0.319 0.621
F 0.868 -2.746 -2.369
C 1.330 -1.548 -3.165
F 0.392 -1.262 -4.273
F 2.603 -2.022 -3.829
H -1.199 2.899 2.359
O 1.716 -0.402 -2.341
H 2.269 3.327 0.397
H -3.128 -1.508 -2.834
H 0.731 4.267 1.072
H 3.850 -1.431 0.774
H -3.292 0.369 -0.131
H -3.351 -3.071 -0.730
H -1.044 1.975 -0.249
*
```

- molecular weight (g mol⁻¹) = 310.380
- HOMO energy (spin up / spin down) (eV) = -8.670 / -9.749
- LUMO (spin up / spin down) (eV) = 0.522 / -0.179
- energy (Eh) = -1092.22533

# 7
Formula: C15H27N3O4
Source: OMol25
Level of theory: ωB97M-V/def2-TZVPD

Geometry as ORCA input:
```
! wB97M-V def2-TZVPD RIJCOSX def2/J DEFGRID3
* xyz 0 1
H 4.320 -0.088 -4.435
H -0.111 1.966 5.756
H 4.961 -0.686 -2.779
C 2.046 -0.610 -2.127
C -2.521 -1.161 2.059
H 2.528 -1.173 2.750
H 2.075 1.382 1.536
H -3.024 -2.769 3.445
N 2.852 -0.228 2.639
O 1.775 0.092 -3.039
C 2.055 0.302 1.606
H 3.506 -0.106 0.146
O -1.582 0.651 0.854
O 3.589 -1.844 -3.678
H 5.553 -1.426 -4.265
H -2.779 0.220 -2.046
H -1.341 -1.402 0.266
N 2.942 -1.592 -2.346
C 2.540 -0.432 0.441
H -4.046 -1.039 -2.203
C -3.392 -0.887 -0.198
C 4.695 -0.959 -3.771
H -0.540 1.338 2.962
C -0.159 0.716 0.778
C 0.589 -0.010 1.906
C -2.076 -0.669 0.686
H 0.398 -1.064 1.932
H -0.714 0.551 6.350
H 3.127 -2.153 -1.533
O 0.642 -0.791 4.736
C 1.570 -0.238 -0.768
H 2.552 -1.491 0.585
C -0.705 1.088 5.474
H -3.830 -1.865 0.168
C -3.070 -0.818 -1.689
H 0.037 1.763 0.893
H -3.555 -0.705 2.150
C 0.290 0.313 -0.686
C 0.069 0.244 4.439
H -0.310 0.391 -1.564
H -3.209 -3.288 1.818
H -1.698 1.372 5.127
H -2.334 -1.640 -1.866
H -4.232 -0.163 0.098
H 2.670 0.359 3.604
C -2.571 -2.658 2.448
H -1.940 -0.698 2.804
H -1.535 -3.060 2.618
N 0.167 0.661 3.157
*
```

- ΔE to the lowest compared entry with this formula, charge and spin (eV) = 4.377
- molecular weight (g mol⁻¹) = 313.398
- HOMO energy (eV) = -9.090
- LUMO (eV) = 0.678
- energy (Eh) = -1052.82859

# 8
Formula: C15H27NO
Source: OMol25
Level of theory: ωB97M-V/def2-TZVPD

Geometry as ORCA input:
```
! wB97M-V def2-TZVPD RIJCOSX def2/J DEFGRID3
* xyz 0 1
H -3.272 1.887 0.981
H -1.955 4.578 0.363
H 0.735 -2.201 2.748
H 1.955 1.011 -2.638
H -1.168 1.245 -1.143
H 1.939 -2.037 -2.501
C -0.700 2.825 0.239
H 2.426 -2.709 -0.580
H -3.363 0.608 -0.246
H -0.582 4.593 1.470
C -1.295 -1.878 2.106
C -2.088 -1.089 1.075
O -2.744 -1.606 0.195
C 2.262 0.083 -2.148
C -1.062 -1.037 -2.501
H 2.728 -2.691 1.149
H 3.745 -0.767 -0.010
H 1.775 -1.019 -3.934
C 1.559 -1.079 -2.863
C 0.217 -1.719 1.914
H 0.477 -0.659 1.932
H -0.117 2.199 0.918
C 1.943 0.214 -0.656
C 0.680 -2.343 0.600
H 0.448 -3.410 0.620
H -1.569 -2.928 2.005
H -1.580 -1.538 3.105
N -2.018 0.250 1.245
H 0.115 -1.912 -0.227
H 0.867 0.110 -0.515
C 2.690 -0.743 0.279
C 0.123 -1.056 -2.672
H -1.981 3.585 1.820
H 2.650 -0.321 1.286
H -0.002 3.249 -0.486
C -1.347 3.962 1.022
H -2.295 2.602 -1.186
H 2.214 1.230 -0.357
C -2.681 1.194 0.375
H 3.341 -0.022 -2.284
H -2.093 -1.064 -2.308
C -1.709 1.963 -0.523
H -1.447 0.624 1.985
C 2.180 -2.187 0.346
*
```

- ΔE to the lowest compared entry with this formula, charge and spin (eV) = 0.042
- molecular weight (g mol⁻¹) = 237.387
- HOMO energy (eV) = -9.459
- LUMO (eV) = 0.806
- energy (Eh) = -717.71381